Record 1
Computed, not measured: a structure of composition C13H48B2F3HgN2O7S, with wB97M-V/def2-TZVPD.

Geometry as XYZ:
```
77
Properties=species:S:1:pos:R:3:mulliken_charge:R:1
H -1.8792 -3.2397 0.4793 0.215
H 2.8195 2.8389 3.0105 -0.145
H -0.2221 5.3049 2.0133 0.408
H -5.7641 -3.5124 -1.0529 0.337
H 5.8310 0.6098 -1.0097 -0.150
C -5.2232 -3.6990 -0.1287 -1.160
H 2.6521 -0.7370 2.9004 0.248
B 1.7489 2.5615 2.7263 1.170
O -0.7584 2.3142 -0.3859 -0.767
H -1.4386 4.3427 2.5374 0.416
B 5.0069 0.8744 -0.2861 0.246
C 3.4498 -2.9730 2.3298 -1.598
F -1.9864 -0.0538 -0.8835 -0.242
H -2.4446 -0.1605 1.7654 -0.191
H 3.8316 -0.9139 -3.4289 0.375
H 1.5980 2.8266 1.6282 -0.123
H 0.9443 -1.0649 -4.0964 0.134
H -0.8305 2.7910 -3.0480 0.209
C -0.6737 -0.2633 -0.8203 0.587
H -3.0773 -2.1201 -1.1172 0.251
H -2.1701 1.5278 1.6957 -0.095
O 2.6059 -0.7571 1.9379 -0.327
H -1.8209 3.6390 -4.1417 0.396
H 3.3489 -4.0432 2.1440 0.406
H -4.4167 -1.0186 3.6575 0.287
H -4.6568 0.7470 2.0351 0.096
C -2.8107 -3.6522 0.8787 -0.923
H -2.5062 -4.5102 1.4739 0.411
H 3.4009 0.2061 -5.7355 0.387
H -5.4175 0.2387 4.3327 0.440
H 1.6880 1.4305 2.8236 -0.438
C -2.5050 0.7401 2.3751 -0.276
C -3.9512 0.9689 2.8406 0.580
H 2.7425 0.4096 -2.7750 -0.271
H -0.1456 3.7063 -4.2547 0.367
F -0.2533 -1.1224 -1.7387 -0.225
Hg 3.3046 1.6212 1.1169 0.711
H 4.4801 -2.7411 2.0418 0.380
F -0.4777 -0.7942 0.3845 -0.153
H 4.2942 0.7447 -3.5650 0.347
H 3.5857 -1.8928 -0.2585 0.344
H -5.3784 -2.9378 0.6346 0.210
H -1.7346 0.6988 3.1452 0.437
H 2.5767 -3.3877 -0.0915 0.471
C 1.5147 -0.8565 -5.0020 -1.091
H -3.1169 -2.7551 1.4233 0.041
C 2.6476 -2.3179 0.0969 -0.997
N -0.9438 3.6475 -3.6270 -0.320
H 1.9880 -1.7872 -5.3296 0.400
O 1.5145 1.4330 -0.3252 -0.525
H 4.4746 0.0198 0.2476 -0.273
H -4.9836 2.3950 3.7288 0.316
C -3.6988 -3.9220 -0.3284 0.489
O 1.9498 1.4324 -4.8360 -0.566
C -4.4102 0.0276 3.9668 -1.466
H 0.0432 3.6523 2.2472 -0.267
C 2.4671 -2.1072 1.5740 0.727
S 0.2057 1.4344 -0.9962 0.824
O 0.2841 1.6600 -2.4528 -0.745
H 1.0048 3.0432 3.4285 -0.216
H -3.7935 0.1294 4.8622 0.379
H 1.8544 -1.8104 -0.4528 -0.101
H -5.5654 -4.6708 0.2350 0.354
H 0.7733 -0.6436 -5.7738 0.380
N -0.6205 4.3731 1.9277 -0.207
H 4.2550 1.4743 -0.9041 -0.111
C 2.6729 0.1952 -4.9271 0.124
C 3.4224 0.0897 -3.5625 -0.465
H 1.2022 1.1394 -4.3087 0.282
H -3.5631 -4.9008 -0.7832 0.342
O -3.2094 -3.0296 -1.3939 -0.561
H -0.9669 4.2197 0.9841 0.328
H -1.0013 4.3874 -2.9332 0.374
O -4.1328 2.3182 3.2893 -0.535
H 5.3936 1.5460 0.5631 -0.088
H 3.5048 -2.9027 3.4202 0.408
H 1.4667 -2.4614 1.8518 -0.020
```

Properties
Total charge: +1
Lowest unoccupied orbital energy (eV): -3.43
E_HOMO (hartree): -0.4299
DFT total energy (eV): -56075.92134

***

Record 2
Computed, not measured: a cluster of 11 separate species, C13H48N18O13 in total, with wB97M-V/def2-TZVPD.

Geometry as XYZ:
```
92
Properties=species:S:1:pos:R:3:mulliken_charge:R:1
H 1.9676 -4.9524 -1.0253 0.234
H 4.4105 -0.9786 0.1374 0.334
N 1.4222 -4.8436 -0.2063 -0.330
O -3.3621 6.6911 2.5287 -0.649
C -0.6177 0.2647 1.1079 0.223
N 2.5931 0.3195 3.5119 -0.345
N 2.1338 -1.3392 -3.4915 -0.374
H 1.4516 4.0129 -1.3655 0.231
H 0.2570 -1.3009 1.7911 0.508
H 2.9145 1.2405 3.1915 0.313
C 1.7674 6.1739 -1.5947 0.419
H 4.8436 1.1316 4.5138 0.249
O 3.6883 -1.7115 3.8268 -0.604
H 3.6524 2.8203 1.0077 0.211
H -4.4175 4.2747 1.4951 0.178
O 0.5496 -0.4848 1.3481 -0.467
N 1.0915 4.9197 -1.1499 -0.262
N 1.6294 -1.8975 -1.3845 0.367
H -2.9200 -1.0007 -1.6595 0.228
H -0.1969 7.0604 -1.7346 0.226
C 3.9317 0.8968 0.3303 0.603
H -1.9408 -2.8185 1.5251 0.090
O -0.1966 -2.7804 2.6275 -0.727
H -1.8751 2.7724 -4.2409 0.214
N -4.2270 -4.9361 0.7953 -0.318
H 0.0924 5.0018 -1.1130 0.089
H 1.2309 7.9422 -2.3141 0.218
H -1.7137 -2.2264 -4.1559 0.257
H -3.3312 4.1776 -4.0570 0.197
H 1.1083 1.1275 -0.6951 0.067
H -1.7762 -4.4139 3.3522 0.245
H -0.8397 2.4348 -2.9224 0.078
H 1.5303 -4.9305 4.0707 0.189
N 0.8020 7.1580 -1.8505 -0.339
H 0.5299 2.0496 1.2556 0.203
N -0.8105 -4.6476 3.6816 -0.322
H -1.2624 -0.1876 0.3104 -0.264
N -3.6081 4.7275 1.1142 -0.274
N -0.4024 -4.9577 -1.4913 -0.345
C -0.2016 1.6054 0.5863 -0.534
N -2.9985 4.6091 -3.2447 -0.497
H 4.7174 1.7424 1.9598 0.208
H 1.1437 -2.2457 -0.5800 0.011
C 1.6127 -2.3541 -2.6931 0.342
H 5.5784 -0.3404 4.4794 0.254
H -4.2545 -2.8220 -1.5243 0.328
C 0.0277 -5.2274 -0.1440 0.337
C -2.9658 5.9800 1.5511 0.376
O 2.9971 6.2225 -1.6931 -0.639
H -0.8927 -2.4936 -2.5896 -0.255
N 4.9253 0.2797 4.0267 -0.454
N -1.9173 6.3018 0.6986 -0.275
C -2.1458 3.8945 -2.5165 0.451
H -3.9631 -5.0772 -0.1616 0.165
H -2.5697 -3.2523 -0.0267 0.065
C -3.0012 -1.7118 -2.4802 -0.525
H 0.1151 -4.3474 -2.1012 0.224
C -1.5934 -1.8158 -3.1350 0.302
N 1.4356 -4.1369 3.4462 -0.347
C 3.6724 -0.4869 3.8322 0.347
O -1.8790 4.0530 -1.3291 -0.436
H -3.7450 5.0748 -2.7333 0.253
H -1.1619 0.3372 2.1044 0.367
H -3.1837 4.3055 0.2924 0.188
N -2.7311 -3.1403 0.9556 0.074
H -3.7128 -1.2091 -3.1421 0.382
H 1.7639 -0.0346 3.0078 0.179
O -3.5289 -4.1688 2.7970 -0.845
O -0.7812 -5.4300 0.8139 -0.515
O -3.5100 -3.0149 -2.0691 -0.573
O 0.3098 1.6495 -0.7366 -0.038
O 3.1172 0.9572 -0.5958 -0.659
H -1.6177 5.4890 0.1542 0.228
H -1.3908 -5.0038 -1.6646 0.228
N -1.5237 3.0698 -3.3350 -0.322
H -1.0901 2.2239 0.6317 0.225
O -1.1280 -0.5015 -3.2075 -0.495
H 2.0635 -3.3523 3.5220 0.225
H 1.9876 -4.8624 0.6386 0.226
H 2.2464 -1.1016 -1.2287 -0.078
O 1.1280 -3.3649 -3.2141 -0.716
H -1.1903 6.9250 1.0894 0.268
H -4.9098 -5.5224 1.2587 0.228
N 4.8137 -0.1194 0.5193 -0.587
H -0.5703 -5.5428 4.0679 0.168
C -3.4770 -4.0407 1.5662 0.562
H 2.4656 -0.4969 -3.0251 0.143
H 4.9043 -0.2984 1.5232 0.267
C 0.1311 -3.8202 3.2098 0.432
H -0.1779 -0.5296 -3.4059 0.347
N 4.0928 1.9271 1.1704 -0.365
H 2.4633 -1.5707 -4.3966 0.207
```

Properties
Lowest unoccupied orbital energy (eV): 0.23
E_HOMO (hartree): -0.3506
DFT total energy (eV): -67706.90253
ΔE to the lowest compared entry with this formula, charge and spin (kcal per mole): 41.1
Structure (SMILES): NC(N)=O.NC(N)=O.NC(N)=O.NC(N)=O.NC(N)=O.NC(N)=O.NC(N)=O.NC(N)=O.NC(N)=O.OCCO.OCCO

***

Number 1: gap between HOMO and LUMO 8.270 eV. Number 2: gap between HOMO and LUMO 9.770 eV.